{"formula": "H30Mg3O39S6Zn2", "method": "the ωB97M-V functional and the def2-TZVPD basis", "elements": ["Mg", "Mg", "Mg", "Zn", "Zn", "S", "O", "O", "O", "O", "S", "O", "O", "O", "O", "S", "O", "O", "O", "O", "S", "O", "O", "O", "O", "S", "O", "O", "O", "O", "S", "O", "O", "O", "O", "O", "H", "H", "O", "H", "H", "O", "H", "H", "O", "H", "H", "O", "H", "H", "O", "H", "H", "O", "H", "H", "O", "H", "H", "O", "H", "H", "O", "H", "H", "O", "H", "H", "O", "H", "H", "O", "H", "H", "O", "H", "H", "O", "H", "H"], "positions_angstrom": [[-15.1336, 14.3568, -10.4390], [-17.9464, 9.8491, -8.5315], [-21.7064, 10.8219, -13.9922], [-16.8328, 10.7934, -13.0180], [-19.9989, 7.6305, -13.8213], [-15.9110, 15.2586, -13.3697], [-15.9386, 16.7478, -13.2801], [-16.1367, 14.7057, -12.0801], [-17.0858, 14.8962, -14.1368], [-14.7734, 14.5618, -13.9275], [-18.9338, 8.9541, -11.3463], [-20.2774, 9.3590, -11.0235], [-18.2891, 10.0624, -11.9660], [-18.2350, 8.6739, -10.0486], [-18.9561, 7.8664, -12.2776], [-21.5756, 12.4298, -11.0710], [-21.4194, 11.4935, -9.9140], [-22.9572, 12.9701, -10.9789], [-20.6476, 13.5416, -10.8194], [-21.4204, 11.6835, -12.3644], [-20.3987, 13.1506, -15.8613], [-20.5133, 12.2817, -17.0573], [-19.0284, 13.6349, -15.6238], [-21.2394, 14.3123, -15.9851], [-20.9394, 12.3204, -14.8016], [-15.4133, 11.1226, -10.1594], [-14.1200, 10.5243, -9.9034], [-15.6837, 11.0578, -11.5870], [-16.3767, 10.3965, -9.3136], [-15.4315, 12.5717, -9.9399], [-18.8715, 9.7584, -15.1254], [-18.6077, 8.3513, -15.0513], [-19.3403, 10.0850, -16.4548], [-19.9835, 9.8814, -14.1723], [-17.7140, 10.4776, -14.6855], [-14.7913, 7.7966, -9.3100], [-14.4817, 8.6858, -9.4820], [-14.9690, 7.7820, -8.3696], [-18.6783, 15.5404, -10.9933], [-18.2480, 14.8823, -11.5392], [-18.2638, 16.3666, -11.2418], [-16.1826, 9.6431, -18.4880], [-16.1187, 9.9474, -19.3933], [-16.3752, 10.4327, -17.9824], [-15.9756, 8.8982, -13.3096], [-15.5174, 8.2103, -12.8268], [-15.8390, 8.6766, -14.2307], [-13.3256, 9.4000, -12.3232], [-13.5784, 9.4873, -11.4041], [-14.0883, 9.7089, -12.8122], [-16.9983, 11.6349, -17.1452], [-16.9472, 11.2429, -16.2734], [-17.9266, 11.8356, -17.2641], [-18.7006, 11.5321, -9.5205], [-18.3363, 11.5517, -10.4054], [-19.6434, 11.4302, -9.6513], [-16.6955, 6.8141, -15.9599], [-17.3897, 7.3649, -15.5978], [-16.9597, 6.6604, -16.8670], [-17.3202, 5.5831, -11.8270], [-17.7270, 6.4481, -11.8781], [-16.4104, 5.7595, -11.5876], [-13.5957, 13.6556, -11.3638], [-13.4356, 12.7120, -11.3744], [-13.4016, 13.9421, -12.2562], [-16.5699, 14.2924, -16.8011], [-15.6843, 14.6547, -16.8257], [-16.4616, 13.3762, -17.0564], [-18.0468, 12.4893, -13.0237], [-18.9775, 12.2803, -13.1035], [-17.9146, 13.2267, -13.6196], [-14.5727, 9.3481, -15.6182], [-14.5442, 8.5985, -16.2128], [-13.6576, 9.6108, -15.5191], [-14.7127, 6.6590, -11.8203], [-13.8977, 6.1769, -11.9604], [-14.6568, 6.9670, -10.9157], [-15.4114, 11.9318, -14.0948], [-15.0932, 11.7320, -14.9752], [-15.1748, 12.8489, -13.9564]], "total_energy_ha": -9500.84137, "homo_ha": -0.06073, "total_charge": -2, "homo_lumo_gap_ha": 0.082}



{"formula": "H30O15", "method": "the ωB97M-V functional and the def2-TZVPD basis", "elements": ["O", "H", "H", "O", "H", "H", "O", "H", "H", "O", "H", "H", "O", "H", "H", "O", "H", "H", "O", "H", "H", "O", "H", "H", "O", "H", "H", "O", "H", "H", "O", "H", "H", "O", "H", "H", "O", "H", "H", "O", "H", "H", "O", "H", "H"], "positions_angstrom": [[2.7019, -1.8270, 0.6758], [2.1579, -1.7480, 1.4768], [2.3159, -1.3490, -0.0422], [-2.6281, 1.3270, 1.7218], [-1.7641, 1.1750, 1.4458], [-2.8821, 2.2330, 1.4568], [1.5479, -1.2440, -1.5672], [0.7239, -0.7490, -1.7962], [1.2919, -2.0870, -1.9202], [-2.1461, -2.7560, -2.0662], [-3.0891, -2.7180, -1.7872], [-1.5191, -2.7360, -1.3002], [-0.9341, -1.5010, 2.8228], [-1.6891, -1.1030, 3.2938], [-0.8691, -1.0460, 1.9538], [-0.0911, 0.1570, 0.6118], [-0.3161, -0.4280, -0.1002], [-0.0761, 1.0180, 0.1028], [-0.7801, -2.7650, 0.1928], [-1.2221, -3.1410, 0.9088], [0.0139, -3.3290, 0.1738], [-0.2951, 2.4570, -0.7092], [-1.1271, 2.5710, -1.0622], [-0.0881, 3.3210, -0.3622], [2.4499, 1.4760, 0.1988], [3.0139, 1.4730, 0.9728], [1.7229, 0.9210, 0.5038], [-3.5891, -0.4630, -0.1662], [-3.1851, 0.1690, 0.4328], [-3.5431, -0.2370, -1.0842], [0.6669, 1.9050, 2.7098], [-0.0281, 1.6840, 3.2618], [1.1949, 1.1600, 2.8148], [1.6469, -0.7200, 2.9708], [2.1389, -1.1010, 3.6598], [0.7719, -1.1790, 3.0158], [2.5529, 1.2820, -2.4802], [2.2769, 0.3540, -2.6442], [2.3199, 1.3940, -1.5642], [0.7079, 2.9820, -3.0942], [1.4659, 2.4230, -3.2402], [0.3689, 2.6050, -2.3152], [-0.5441, 0.0480, -2.3632], [-0.1961, 0.2380, -3.2212], [-1.4491, -0.1450, -2.4932]], "total_energy_ha": -1146.57921, "homo_ha": -0.37398, "homo_lumo_gap_ha": 0.362}



{"formula": "H30O15", "method": "the ωB97M-V functional and the def2-TZVPD basis", "elements": ["H", "H", "H", "H", "H", "H", "H", "H", "H", "H", "H", "H", "H", "H", "H", "H", "H", "H", "H", "H", "H", "H", "H", "H", "H", "H", "H", "H", "H", "H", "O", "O", "O", "O", "O", "O", "O", "O", "O", "O", "O", "O", "O", "O", "O"], "positions_angstrom": [[0.6044, -0.4294, 1.0704], [-0.5850, -0.9889, 0.5211], [-3.1672, 2.4499, -1.7585], [-2.2219, 3.1714, -0.6190], [-2.3076, -3.1996, -1.0730], [-1.7302, -4.3868, -0.3254], [-0.2301, 3.0751, 1.5699], [-0.3765, 4.6893, 1.3554], [-1.0895, -0.7955, -1.2353], [-0.2290, 0.1209, -2.1719], [3.7601, 0.1796, -0.7846], [5.1713, -0.2577, -0.5287], [-3.9387, -0.1896, -2.2792], [-5.0259, 0.6599, -1.6767], [-3.7355, -0.6331, 1.4924], [-4.6719, -0.9805, 0.3307], [1.0508, -2.3929, -1.7856], [2.0461, -2.3350, -2.9431], [-2.5143, -1.5635, 2.6138], [-2.2584, -3.0509, 2.4311], [1.6594, 3.9758, -1.2536], [1.7778, 2.7088, -2.2190], [1.7723, -0.3964, -0.6139], [2.1399, 0.3590, -1.7901], [2.7870, -0.1183, 1.7763], [3.2272, 1.2517, 1.8604], [4.3503, -1.7868, 0.3567], [3.2843, -1.9159, -0.7083], [0.8036, 1.0741, 2.4065], [-0.3697, 0.5762, 3.3298], [0.1057, -0.4611, 0.2481], [-3.0939, 3.1201, -1.1121], [-1.7682, -4.0393, -1.2170], [-0.7733, 3.8351, 1.6962], [-0.5364, -0.7231, -2.0669], [4.2817, -0.1660, -0.0804], [-4.1314, 0.7322, -2.0830], [-4.5675, -0.3091, 1.1117], [1.9322, -2.2196, -1.9917], [-2.7730, -2.4234, 2.9489], [2.2806, 3.4534, -1.7811], [2.0403, 0.4974, -0.8897], [3.2512, 0.4174, 2.4126], [3.3555, -1.8854, 0.2450], [0.3985, 0.3126, 2.8909]], "total_energy_ha": -1146.38669, "homo_ha": -0.31748, "homo_lumo_gap_ha": 0.283}



{"formula": "H30O15", "method": "the ωB97M-V functional and the def2-TZVPD basis", "elements": ["H", "H", "H", "H", "H", "H", "H", "H", "H", "H", "H", "H", "H", "H", "H", "H", "H", "H", "H", "H", "H", "H", "H", "H", "H", "H", "H", "H", "H", "H", "O", "O", "O", "O", "O", "O", "O", "O", "O", "O", "O", "O", "O", "O", "O"], "positions_angstrom": [[0.0941, 0.2749, -0.6811], [-0.7010, 0.0592, 0.5962], [-1.5167, -4.1340, -3.4608], [-1.7466, -3.2212, -2.2675], [-3.1286, 3.2605, 1.8588], [-2.2892, 4.4106, 1.3271], [1.6370, -0.7234, 3.3736], [1.5066, -1.2329, 4.7996], [4.8181, -2.3386, -1.3594], [4.5047, -1.2054, -0.3964], [-3.5632, -1.8689, 1.3298], [-2.4680, -2.9223, 1.2994], [-5.1448, 0.0077, -1.5824], [-4.5755, 1.3423, -1.1297], [2.2824, 1.5056, -1.8492], [3.4230, 2.4445, -1.4925], [0.9595, 3.7130, -0.8055], [1.1688, 4.4713, -2.1060], [0.3272, -3.8174, 0.3778], [-1.1495, -3.7466, 0.0250], [0.2949, -1.8950, -0.4965], [0.5303, -2.1227, -1.9807], [4.3293, 0.6730, 0.5117], [4.4925, 1.3366, -0.8459], [-1.6559, 3.4589, -1.3418], [-0.9937, 3.0207, -0.0459], [4.8790, -0.2782, 2.8191], [3.5026, 0.3603, 2.9080], [-4.9046, -0.4473, 0.9513], [-5.8566, -1.4189, 1.6294], [0.1690, -0.0887, 0.2084], [-1.0519, -3.5549, -2.8463], [-3.1280, 3.9557, 1.1912], [1.6492, -0.4269, 4.2907], [4.1188, -1.9949, -0.7921], [-2.8273, -2.1849, 0.7934], [-5.3625, 0.9445, -1.5187], [3.1364, 1.8191, -2.1675], [1.4791, 3.7007, -1.6172], [-0.4160, -4.3669, 0.1046], [0.7504, -1.5221, -1.2597], [3.9262, 0.7247, -0.3623], [-1.5699, 3.7007, -0.4127], [4.2951, 0.3362, 2.3601], [-5.0504, -0.9132, 1.7824]], "total_energy_ha": -1146.46209, "homo_ha": -0.35245, "homo_lumo_gap_ha": 0.339}



{"formula": "H30O19S", "method": "the ωB97M-V functional and the def2-TZVPD basis", "elements": ["S", "O", "O", "O", "O", "O", "H", "H", "O", "H", "H", "O", "H", "H", "O", "H", "H", "O", "H", "H", "O", "H", "H", "O", "H", "H", "O", "H", "H", "O", "H", "H", "O", "H", "H", "O", "H", "H", "O", "H", "H", "O", "H", "H", "O", "H", "H", "O", "H", "H"], "positions_angstrom": [[-0.2134, 0.1442, 0.1793], [-0.2324, 1.5802, 0.0253], [-1.4564, -0.3858, -0.2407], [0.8676, -0.3608, -0.6687], [-0.0344, -0.0108, 1.5483], [1.0736, 1.2822, 3.4303], [1.9936, 1.4402, 3.2413], [0.8476, 0.8512, 2.6003], [-0.8754, 0.3722, -3.6427], [-1.4974, -0.2198, -3.1887], [-0.8014, 1.0172, -2.9667], [1.5376, 3.3152, -0.1757], [1.8256, 3.2152, -1.0737], [0.9006, 2.6172, -0.0497], [1.9806, 1.8852, -2.7277], [2.8646, 1.6092, -2.6977], [1.6346, 1.4232, -1.9337], [3.1386, 0.7652, -0.1977], [3.8306, 0.0812, -0.2737], [2.3846, 0.1642, -0.3827], [2.6056, -2.1888, -0.2357], [1.8196, -1.6358, -0.4217], [2.9376, -2.0698, 0.6063], [-0.7264, -2.7828, -1.0367], [-1.0584, -1.8728, -0.7957], [-0.5874, -3.1248, -0.1207], [1.2846, -1.8788, 2.9113], [2.2396, -1.7218, 2.7183], [0.8076, -1.2248, 2.4353], [-0.9904, 2.7282, -2.1297], [-0.7964, 2.3602, -1.2417], [-1.8034, 3.2622, -1.9847], [-1.9824, 0.1952, 3.6013], [-2.2284, -0.5918, 3.1913], [-1.1384, 0.4152, 3.1823], [-0.9354, 3.1402, 1.8053], [-0.1444, 3.3272, 2.3383], [-0.6884, 2.5242, 1.1903], [-3.6944, -1.5658, 0.6213], [-2.9934, -1.0168, 0.2553], [-3.2554, -2.3878, 0.9533], [0.8336, -1.3998, -2.9627], [0.4506, -0.6248, -3.3837], [0.7966, -1.0588, -2.0477], [-3.1134, -0.3288, -2.2297], [-3.4214, -1.2148, -2.1877], [-2.5884, -0.1848, -1.4627], [-0.4114, -3.5208, 1.5023], [0.1816, -2.8738, 1.9803], [-1.1674, -3.4678, 2.1443]], "total_energy_ha": -1845.83811, "homo_ha": -0.12667, "total_charge": -2, "homo_lumo_gap_ha": 0.299}



{"formula": "H32N6O16S3", "method": "the ωB97M-V functional and the def2-TZVPD basis", "elements": ["N", "H", "H", "H", "H", "N", "H", "H", "H", "H", "N", "H", "H", "H", "H", "N", "H", "H", "H", "H", "N", "H", "H", "H", "H", "N", "H", "H", "H", "H", "S", "O", "O", "O", "O", "S", "O", "O", "O", "O", "S", "O", "O", "O", "O", "O", "H", "H", "O", "H", "H", "O", "H", "H", "O", "H", "H"], "positions_angstrom": [[-0.2107, -0.6547, -0.2080], [0.0117, 0.1994, 0.3071], [-1.2448, -0.7583, -0.3997], [0.3219, -1.3293, 0.3383], [0.1895, -0.4037, -1.1336], [2.3072, 3.3344, -0.4709], [2.3402, 4.2994, -0.1607], [1.6890, 3.1722, -1.3195], [2.0758, 2.7600, 0.3708], [3.2061, 2.9146, -0.6879], [3.2832, 1.8464, 3.1081], [2.5564, 2.0992, 2.3827], [4.1501, 1.5551, 2.6638], [2.9557, 1.1077, 3.7201], [3.5566, 2.6616, 3.6540], [-2.9912, 1.1065, -2.3808], [-2.7600, 0.5208, -1.5557], [-3.5389, 1.8725, -2.0050], [-3.5700, 0.5734, -3.0248], [-2.1501, 1.3041, -2.9800], [-2.2812, -1.2478, 2.8634], [-2.8430, -1.8634, 2.2265], [-2.9648, -0.9302, 3.5491], [-2.0137, -0.3509, 2.3996], [-1.4994, -1.6492, 3.3600], [3.4637, -0.0032, -2.3561], [4.0442, -0.4919, -3.0297], [3.5846, 1.0039, -2.2910], [3.7569, -0.3529, -1.4458], [2.4299, -0.1280, -2.3992], [0.5738, 1.6061, -3.2267], [0.8491, 0.4346, -2.3474], [0.7068, 2.9093, -2.5642], [1.5478, 1.5981, -4.3190], [-0.7756, 1.4390, -3.7575], [-3.9817, -1.4947, -0.1052], [-5.0956, -0.6202, 0.2598], [-4.3865, -2.2441, -1.2830], [-2.7938, -0.7118, -0.5674], [-3.6007, -2.4232, 1.0051], [0.0420, 2.7656, 2.2878], [-0.9038, 1.6732, 2.5387], [1.2446, 2.2206, 1.5960], [-0.6099, 3.7069, 1.3759], [0.5138, 3.4420, 3.4963], [-0.1800, -2.1382, -2.6644], [0.1190, -1.4408, -3.2607], [0.2086, -2.9430, -3.0184], [1.7616, -2.0821, 1.3129], [2.0127, -2.3900, 2.1901], [2.5881, -2.0549, 0.8227], [-1.6859, -3.8701, -0.0069], [-2.0054, -4.5185, -0.6387], [-2.5029, -3.4108, 0.3113], [-0.6598, -4.0987, 2.7708], [-0.0882, -3.3429, 2.8910], [-0.7530, -4.1786, 1.8061]], "total_energy_ha": -2746.10682, "homo_ha": -0.26662, "homo_lumo_gap_ha": 0.173}